[1]
{"formula": "C59H61AsKN4O5P3Si", "method": "ωB97M-V/def2-TZVPD", "charge": -2, "e_above_lowest_kcal_mol": 11.64, "spin_multiplicity": 1, "e_tot_ev": -191279.998, "orbital_gap_ev": 4.34, "lumo_energy_ev": 3.3, "homo_ev": -1.0, "elements": ["K", "C", "P", "C", "C", "C", "P", "C", "C", "H", "H", "H", "H", "H", "H", "H", "H", "H", "H", "H", "H", "H", "H", "H", "H", "O", "C", "C", "O", "C", "C", "O", "C", "O", "O", "N", "C", "C", "C", "C", "C", "N", "C", "H", "H", "H", "H", "C", "N", "C", "C", "N", "C", "H", "H", "H", "H", "H", "H", "C", "C", "As", "C", "C", "C", "C", "C", "C", "C", "C", "C", "C", "C", "C", "P", "C", "C", "C", "C", "C", "C", "C", "C", "C", "C", "C", "C", "H", "H", "H", "H", "H", "H", "H", "H", "H", "H", "H", "H", "H", "H", "H", "H", "H", "H", "H", "H", "H", "H", "H", "H", "C", "C", "C", "C", "C", "C", "Si", "C", "C", "C", "C", "C", "C", "H", "H", "H", "H", "H", "H", "H", "H", "H", "H", "H"], "positions_angstrom": [[0.8394, 0.4917, -0.3146], [2.1948, -3.4458, -0.2243], [2.2515, -2.0503, -1.4392], [4.0669, -2.0390, -1.7196], [1.7344, -2.9478, -2.9829], [1.9198, -2.0044, -4.1856], [0.9270, -0.4393, -4.0472], [-0.5424, -0.9704, -5.0540], [1.7697, 0.5816, -5.3157], [2.8450, -3.2011, 0.6185], [2.5440, -4.3811, -0.6744], [1.1840, -3.5977, 0.1559], [4.4114, -3.0005, -2.1151], [4.5481, -1.8429, -0.7607], [4.3551, -1.2280, -2.3896], [0.6813, -3.2359, -2.8828], [2.3147, -3.8671, -3.1204], [1.6671, -2.4888, -5.1352], [2.9691, -1.7031, -4.2509], [-0.2458, -1.3910, -6.0201], [-1.1986, -0.1150, -5.2303], [-1.1173, -1.7270, -4.5123], [1.9323, 0.0356, -6.2506], [2.7244, 0.9136, -4.9019], [1.1792, 1.4758, -5.5225], [3.7941, -1.1606, 5.1465], [3.1770, -0.9745, 4.1137], [1.7358, -0.5767, 3.9784], [0.8978, -0.5716, 4.8859], [1.5147, -0.2100, 2.5850], [2.6992, -0.4840, 1.8096], [2.8371, -0.2750, 0.5899], [3.7088, -1.1098, 2.7047], [4.7498, -1.6518, 2.3677], [0.4251, 0.2452, 2.1147], [-0.2964, 7.0251, -2.2819], [0.2041, 6.3237, -1.5208], [0.7724, 5.4040, -0.5415], [1.0141, 5.8327, 0.7565], [1.4908, 4.9124, 1.6740], [1.6757, 3.6009, 1.2486], [1.4498, 3.2000, 0.0039], [1.0227, 4.0852, -0.8891], [0.8277, 6.8615, 1.0355], [1.6995, 5.1889, 2.6974], [2.0115, 2.8305, 1.9362], [0.8748, 3.7299, -1.9030], [-3.6922, 4.3815, -2.2256], [-2.9683, 3.1342, -2.0954], [-2.9520, 2.0819, -2.9855], [-2.0820, 1.1719, -2.4632], [-1.5610, 1.6353, -1.2764], [-2.1194, 2.8035, -1.0969], [-4.5189, 4.2343, -2.9176], [-3.0485, 5.1793, -2.5997], [-4.1016, 4.6705, -1.2589], [-3.5444, 2.0901, -3.8841], [-1.7901, 0.2208, -2.8748], [-1.9556, 3.4576, -0.2524], [-1.3423, -2.4212, 2.6692], [-2.6929, -3.0387, 3.0094], [-2.9125, -3.1160, 4.9605], [-3.2779, -1.2135, 5.1987], [-4.4699, -0.6144, 4.7929], [-4.6367, 0.7565, 4.9137], [-3.6050, 1.5406, 5.4195], [-2.4100, 0.9515, 5.8019], [-2.2501, -0.4263, 5.7038], [-4.7673, -3.7415, 5.0372], [-5.4005, -4.3567, 3.9615], [-6.7090, -4.8192, 4.0780], [-7.4003, -4.6683, 5.2684], [-6.7759, -4.0568, 6.3500], [-5.4706, -3.6039, 6.2334], [-1.1136, -1.8262, 0.9355], [-2.6079, -0.7088, 0.9198], [-2.5120, 0.4344, 1.7255], [-3.5661, 1.3300, 1.8110], [-4.7342, 1.1223, 1.0878], [-4.8461, -0.0134, 0.2995], [-3.7975, -0.9250, 0.2296], [-1.6783, -3.2492, -0.0965], [-2.0015, -3.0259, -1.4393], [-2.1994, -4.0744, -2.3245], [-2.0514, -5.3871, -1.8922], [-1.6975, -5.6293, -0.5738], [-1.5104, -4.5723, 0.3102], [-0.5125, -3.0879, 2.9262], [-1.1428, -1.5109, 3.2459], [-2.7848, -4.0506, 2.6138], [-3.5178, -2.4458, 2.6055], [-5.2663, -1.2141, 4.3661], [-5.5617, 1.2161, 4.5852], [-3.7280, 2.6148, 5.4945], [-1.5847, 1.5559, 6.1548], [-1.2982, -0.8691, 5.9649], [-4.8849, -4.4724, 3.0170], [-7.1861, -5.2907, 3.2270], [-8.4207, -5.0213, 5.3559], [-7.3079, -3.9311, 7.2854], [-4.9966, -3.1238, 7.0828], [-1.5945, 0.6085, 2.2790], [-3.4685, 2.1970, 2.4545], [-5.5540, 1.8289, 1.1514], [-5.7564, -0.2047, -0.2570], [-3.9250, -1.8153, -0.3721], [-2.0772, -2.0078, -1.8078], [-2.4456, -3.8638, -3.3586], [-2.1895, -6.2110, -2.5813], [-1.5505, -6.6461, -0.2301], [-1.2015, -4.7868, 1.3264], [8.3856, -0.1925, -1.8581], [8.0751, 0.6193, -2.9397], [6.8721, 1.3203, -2.9754], [5.9366, 1.2468, -1.9374], [6.2781, 0.4139, -0.8568], [7.4715, -0.2902, -0.8124], [4.1723, 2.0140, -1.9138], [4.3611, 3.6487, -2.9224], [4.0735, 4.8987, -2.3399], [3.9893, 6.0748, -3.0734], [4.2187, 6.0645, -4.4454], [4.5179, 4.8528, -5.0549], [4.5725, 3.6795, -4.3115], [9.3194, -0.7431, -1.8293], [8.7719, 0.7123, -3.7675], [6.6725, 1.9479, -3.8380], [5.5727, 0.2933, -0.0384], [7.6768, -0.9263, 0.0416], [4.2663, 2.6520, -0.5270], [3.9210, 4.9407, -1.2642], [3.7540, 7.0075, -2.5703], [4.1606, 6.9785, -5.0248], [4.6941, 4.8141, -6.1256], [4.7519, 2.7480, -4.8414]], "atomic_forces_ev_per_a": [[-0.8, 0.7, -1.3], [0.0, 0.0, -0.1], [0.1, -0.5, 0.0], [0.0, 0.0, 0.0], [0.0, 0.2, -0.2], [0.0, 0.0, 0.1], [-0.3, -0.1, 0.0], [0.0, 0.0, 0.0], [0.1, 0.0, 0.0], [0.0, 0.1, 0.0], [0.0, 0.0, 0.0], [0.0, 0.0, 0.0], [0.0, 0.0, 0.0], [-0.1, 0.0, 0.0], [0.0, 0.0, 0.0], [0.0, 0.0, 0.0], [0.0, 0.0, 0.0], [0.0, 0.0, 0.0], [0.0, 0.0, 0.0], [0.0, 0.0, 0.0], [0.0, 0.0, 0.0], [0.0, 0.0, 0.0], [0.0, 0.0, 0.0], [0.0, 0.0, 0.0], [0.0, 0.0, 0.0], [0.0, -0.1, 0.1], [-0.1, 0.0, -0.3], [0.2, -0.1, 0.0], [-0.1, 0.1, 0.1], [-0.1, -0.1, 0.3], [0.3, -0.2, 0.6], [1.2, -0.3, 0.4], [-0.3, 0.1, 0.1], [0.1, 0.0, -0.1], [0.0, 0.2, 0.6], [0.0, 0.1, 0.0], [0.3, -0.5, 0.4], [-0.4, 0.8, -0.7], [0.1, -0.1, 0.3], [-0.1, 0.1, -0.2], [0.1, -0.1, 0.1], [-0.2, 0.1, -0.2], [0.2, -0.3, 0.2], [0.0, 0.0, 0.0], [0.0, 0.0, 0.0], [0.0, 0.0, 0.0], [0.0, 0.0, 0.0], [0.0, -0.1, 0.0], [-0.1, -0.1, -0.1], [0.0, 0.1, 0.1], [0.0, 0.0, 0.1], [-0.2, 0.0, -0.3], [0.1, 0.1, 0.2], [0.0, 0.0, 0.0], [0.0, 0.0, 0.0], [0.0, 0.0, 0.0], [0.0, 0.0, 0.0], [0.0, 0.0, 0.0], [0.0, 0.0, 0.0], [0.2, -0.1, 0.0], [0.0, 0.0, 0.0], [0.0, 0.0, 0.2], [0.0, 0.0, 0.0], [0.0, 0.1, 0.0], [0.0, 0.0, 0.0], [0.0, 0.0, 0.0], [0.0, 0.0, 0.0], [0.0, 0.1, -0.1], [0.0, 0.0, -0.1], [-0.1, 0.0, 0.1], [0.1, 0.0, -0.1], [0.0, 0.0, 0.1], [0.0, 0.0, 0.0], [-0.1, 0.0, 0.0], [-0.7, 0.0, -0.3], [0.1, 0.0, 0.1], [0.0, -0.1, 0.0], [0.0, 0.0, 0.0], [0.1, 0.0, 0.0], [0.0, 0.0, 0.0], [0.0, 0.0, -0.1], [0.1, 0.1, 0.0], [0.0, 0.0, -0.1], [0.0, 0.0, 0.1], [0.0, 0.0, 0.0], [0.0, 0.0, 0.0], [0.0, -0.1, 0.0], [0.0, 0.0, 0.0], [0.0, 0.0, 0.0], [0.0, 0.0, 0.0], [0.0, 0.0, 0.0], [0.0, 0.0, 0.0], [0.0, 0.0, 0.0], [0.0, 0.0, 0.0], [0.0, 0.0, 0.0], [0.1, 0.0, 0.0], [0.0, 0.0, 0.0], [0.0, 0.0, 0.0], [0.0, 0.0, 0.0], [0.0, 0.0, 0.0], [0.0, 0.0, 0.0], [0.0, 0.0, 0.0], [0.0, 0.0, 0.0], [0.0, 0.0, 0.0], [0.0, 0.0, 0.0], [0.0, 0.0, 0.0], [0.0, 0.0, 0.0], [0.0, 0.0, 0.0], [0.0, 0.0, 0.0], [0.0, 0.0, 0.0], [0.0, 0.0, 0.0], [0.0, 0.0, 0.0], [0.0, 0.0, 0.0], [0.0, 0.0, 0.0], [0.1, -0.1, 0.0], [0.0, 0.0, 0.0], [0.0, 0.0, 0.0], [-0.1, 0.1, 0.0], [0.0, 0.3, -0.1], [0.1, -0.1, 0.1], [0.0, 0.0, 0.0], [0.0, 0.0, 0.1], [0.0, -0.1, 0.0], [-0.1, 0.0, 0.0], [0.0, 0.0, 0.0], [0.0, 0.0, 0.0], [0.0, 0.0, 0.0], [0.0, 0.0, 0.0], [0.0, 0.0, 0.0], [0.0, -0.1, -0.1], [0.0, 0.0, 0.0], [0.0, 0.0, 0.0], [0.0, 0.0, 0.0], [0.0, 0.0, 0.0], [0.0, 0.0, 0.0]]}



[2]
{"formula": "C6H17NO", "method": "ωB97M-V/def2-TZVPD", "charge": 0, "e_above_lowest_kcal_mol": 6.54, "spin_multiplicity": 1, "e_tot_ev": -10035.299, "orbital_gap_ev": 10.20, "lumo_energy_ev": 1.0, "homo_ev": -9.2, "elements": ["C", "C", "C", "N", "C", "C", "C", "H", "H", "H", "H", "H", "H", "H", "H", "H", "H", "H", "H", "H", "H", "H", "O", "H", "H"], "positions_angstrom": [[0.4445, 0.2302, -2.8727], [1.1269, 1.1997, -1.9133], [0.2652, 1.4833, -0.6806], [-0.0633, 0.2634, 0.0511], [-0.1671, 0.4549, 1.4810], [-0.5141, -0.8558, 2.2148], [0.7193, -1.6873, 2.5660], [1.0597, 0.0216, -3.7513], [0.2051, -0.7345, -2.4123], [-0.5167, 0.6244, -3.2117], [2.0836, 0.8158, -1.5493], [1.2806, 2.1458, -2.4401], [-0.6671, 1.9455, -1.0177], [0.7626, 2.2166, -0.0322], [0.6253, -0.4557, -0.1437], [-0.9704, 1.1513, 1.7415], [0.7602, 0.8673, 1.9066], [-1.0685, -0.6373, 3.1211], [-1.1675, -1.4454, 1.5770], [1.6137, -1.0705, 2.7351], [1.0733, -2.3327, 1.7500], [0.5628, -2.3114, 3.4390], [-2.4642, -1.0012, -0.7851], [-3.2578, -0.5290, -1.0659], [-1.7261, -0.3592, -0.7072]], "atomic_forces_ev_per_a": [[-0.1, -0.4, 0.0], [-0.5, 0.0, 0.3], [0.0, 0.1, -0.3], [0.1, 0.1, -0.3], [-0.5, -0.5, 1.0], [0.7, 0.0, -0.3], [0.8, 0.0, -0.5], [0.0, 0.1, 0.1], [0.2, 0.1, 0.0], [0.1, 0.1, 0.0], [0.1, 0.0, -0.3], [0.3, -0.1, 0.1], [-0.1, 0.1, 0.1], [0.1, -0.1, 0.0], [0.0, 0.0, 0.0], [0.1, 0.2, -0.5], [0.0, 0.1, 0.0], [0.0, 0.2, 0.2], [-0.3, 0.0, -0.1], [-0.4, 0.2, 0.4], [-0.5, -0.1, 0.0], [0.0, -0.1, 0.1], [-0.2, 0.1, -0.2], [0.3, 0.0, 0.1], [-0.1, -0.2, 0.2]]}



[3]
{"formula": "C15H22N5O4S2Ti", "method": "ωB97M-V/def2-TZVPD", "charge": 0, "e_above_lowest_kcal_mol": 28.87, "spin_multiplicity": 2, "e_tot_ev": -76337.233, "orbital_gap_ev": [7.31, 7.46], "lumo_energy_ev": [0.5, 0.1], "homo_ev": [-6.8, -7.3], "elements": ["Ti", "S", "C", "C", "C", "C", "C", "N", "H", "H", "H", "H", "O", "N", "O", "O", "S", "C", "C", "N", "C", "H", "H", "H", "C", "C", "C", "C", "O", "H", "H", "H", "H", "H", "H", "H", "H", "H", "C", "N", "C", "C", "N", "H", "H", "H", "H", "H", "H"], "positions_angstrom": [[0.2918, 0.3652, -0.2447], [-1.3960, -1.7654, 0.3742], [-0.9030, -1.1049, 1.8866], [-1.3468, -1.5244, 3.1587], [-0.8766, -0.8992, 4.2828], [0.0354, 0.1604, 4.1738], [0.4233, 0.5401, 2.9152], [-0.0374, -0.0749, 1.8140], [-2.0521, -2.3421, 3.2123], [-1.2157, -1.2256, 5.2586], [0.4237, 0.6684, 5.0443], [1.1209, 1.3487, 2.7400], [2.7205, 1.8398, -1.4326], [1.6447, 1.8684, -0.8773], [1.5112, 1.8063, 0.4638], [0.5060, 2.1381, -1.4682], [-2.9991, 3.4487, 1.0346], [-3.8600, 2.0444, 0.5836], [-3.0039, 1.1154, 0.0975], [-1.6830, 1.5071, 0.0806], [-1.5559, 2.7218, 0.5501], [-4.9286, 1.9664, 0.6882], [-3.2534, 0.1278, -0.2533], [-0.5961, 3.2139, 0.6095], [2.6355, -2.5535, 0.8128], [2.3628, -2.0122, -0.5826], [3.6365, -1.5241, -1.2554], [1.6483, -3.0451, -1.4396], [1.5066, -0.8868, -0.4267], [3.2847, -3.4309, 0.7635], [1.6964, -2.8402, 1.2886], [3.1212, -1.7959, 1.4291], [4.3241, -2.3613, -1.4008], [4.1292, -0.7583, -0.6566], [3.4110, -1.0874, -2.2301], [2.2858, -3.9245, -1.5587], [1.4295, -2.6390, -2.4288], [0.7084, -3.3430, -0.9770], [1.6424, 0.8955, -4.8770], [0.5328, -0.0402, -4.7072], [0.1089, -0.8844, -5.8131], [-0.0077, -0.1714, -3.5166], [-0.4304, -0.2551, -2.4450], [1.3944, 1.6267, -5.6480], [2.5438, 0.3532, -5.1691], [1.8228, 1.4105, -3.9361], [-0.1290, -0.2619, -6.6768], [-0.7802, -1.4388, -5.5252], [0.8963, -1.5914, -6.0832]], "atomic_forces_ev_per_a": [[-1.1, -1.1, 0.2], [0.1, 0.2, 0.2], [-0.1, 0.0, 0.1], [0.0, -0.2, -0.1], [0.0, 0.0, 0.1], [0.0, 0.0, 0.0], [0.0, -0.1, -0.1], [0.1, 0.2, 0.0], [0.0, 0.0, 0.0], [0.0, 0.0, 0.0], [0.0, 0.0, 0.0], [0.0, 0.0, 0.0], [0.0, -0.1, 0.0], [-0.1, 1.2, 0.7], [0.1, 0.0, -1.1], [0.7, -0.4, 0.1], [-0.2, 0.2, 0.1], [-0.1, -0.1, -0.1], [0.2, 0.0, -0.1], [-0.2, 0.1, 0.2], [0.3, -0.2, -0.2], [0.0, 0.0, 0.0], [0.0, 0.0, 0.0], [0.0, 0.0, 0.0], [0.1, -0.1, 0.0], [-0.3, 0.4, 0.1], [0.1, -0.1, -0.1], [0.0, -0.1, -0.1], [0.6, -0.2, -0.3], [0.0, 0.0, 0.0], [0.0, 0.0, 0.0], [0.0, 0.0, 0.0], [0.0, 0.0, 0.0], [0.0, 0.0, 0.1], [0.0, 0.0, 0.0], [0.0, 0.0, 0.0], [0.0, 0.0, 0.0], [0.0, 0.0, 0.0], [-0.1, -0.1, 0.0], [-0.1, 0.0, 0.1], [0.1, 0.0, 0.0], [0.2, -0.1, 0.0], [-0.1, 0.2, 0.0], [0.0, 0.0, 0.0], [0.0, 0.0, 0.0], [0.0, 0.0, 0.0], [0.0, 0.0, 0.0], [0.0, 0.0, 0.0], [0.0, 0.0, 0.0]]}



[4]
{"formula": "C18H12Br2MnN3O2", "method": "ωB97M-V/def2-TZVPD", "charge": 3, "e_above_lowest_kcal_mol": 0.00, "spin_multiplicity": 2, "e_tot_ev": -198800.099, "orbital_gap_ev": [6.10, 6.05], "lumo_energy_ev": [-12.8, -12.8], "homo_ev": [-18.9, -18.9], "elements": ["Mn", "Br", "C", "C", "C", "C", "C", "C", "N", "C", "C", "C", "C", "C", "C", "N", "H", "H", "H", "H", "H", "H", "H", "H", "H", "Br", "C", "C", "C", "C", "C", "N", "C", "O", "O", "H", "H", "H"], "positions_angstrom": [[-0.7766, -1.2400, -0.9617], [6.9643, -0.9838, -1.3606], [5.2032, -0.7643, -1.1674], [4.3319, -1.9100, -1.2216], [3.0060, -1.7322, -1.1006], [2.4242, -0.3899, -0.9325], [3.3513, 0.7534, -0.8498], [4.6764, 0.5664, -0.9589], [1.1404, -0.2982, -0.8765], [0.4246, 0.9867, -0.7828], [-2.0731, 0.9141, -1.2853], [-2.6927, 2.1275, -1.3711], [-4.0723, 2.0928, -1.1462], [-4.7070, 0.8880, -0.8774], [-3.9639, -0.2799, -0.8099], [-2.6387, -0.2574, -1.0051], [4.7689, -2.8896, -1.3635], [2.3233, -2.5721, -1.1393], [2.9635, 1.7524, -0.6969], [5.3732, 1.3929, -0.9049], [0.9381, 1.8353, -1.2317], [-2.1647, 3.0361, -1.6236], [-4.6450, 3.0090, -1.2076], [-5.7765, 0.8482, -0.7262], [-4.4160, -1.2403, -0.6023], [-1.2495, -3.3829, 0.4580], [-1.0779, -1.9251, 1.6602], [-1.2679, -1.9177, 3.0291], [-1.0415, -0.7038, 3.6711], [-0.6187, 0.4182, 2.9536], [-0.4597, 0.2956, 1.5872], [-0.7161, -0.8638, 0.9665], [0.0562, 1.3746, 0.6917], [0.2916, 2.4884, 1.0457], [-0.7143, 0.6505, -1.6134], [-1.5725, -2.8039, 3.5686], [-1.1808, -0.6365, 4.7426], [-0.4116, 1.3612, 3.4423]], "atomic_forces_ev_per_a": [[-0.4, 0.0, 0.0], [0.2, 0.0, 0.0], [-0.4, 0.1, 0.0], [0.1, 0.1, 0.0], [-0.1, 0.1, 0.0], [0.1, 0.0, 0.0], [-0.1, 0.0, 0.0], [0.0, -0.1, 0.0], [0.3, 0.2, 0.0], [0.0, -0.1, -0.2], [0.2, -0.1, 0.0], [-0.1, -0.1, 0.1], [0.0, 0.0, 0.0], [0.0, 0.0, 0.0], [0.1, 0.0, 0.1], [0.1, -0.1, -0.1], [0.0, 0.0, 0.0], [0.0, 0.0, 0.0], [0.0, 0.0, 0.0], [0.0, 0.0, 0.0], [0.0, 0.0, 0.0], [0.0, 0.0, 0.0], [0.0, 0.0, 0.0], [0.0, 0.0, 0.0], [0.0, 0.0, 0.0], [-0.1, -0.1, 0.0], [0.0, 0.1, 0.1], [0.0, 0.1, -0.1], [0.0, 0.0, 0.0], [0.0, 0.0, 0.0], [-0.1, -0.1, -0.1], [0.0, 0.0, 0.1], [0.3, 0.0, 0.1], [-0.1, 0.0, 0.0], [0.0, 0.2, 0.0], [0.0, 0.0, 0.0], [0.0, 0.0, 0.0], [0.0, 0.0, 0.0]]}